(1)
Here is a molecular structure, C18H21BN5OPt at a distorted geometry from the OMol25 dataset. Energies are from ωB97M-V/def2-TZVPD.

ORCA input file:
```
! RIJCOSX wB97M-V def2-TZVPD def2/J DEFGRID3
* xyz 2 2
Pt -0.72034 -0.39492 0.32568
C 0.71886 2.21948 2.83528
C 0.10716 0.88408 2.60478
C -1.28534 0.74858 2.44408
C -1.87914 -0.52562 2.34238
C -1.05794 -1.67432 2.38378
C 0.32956 -1.53792 2.53658
C 0.90396 -0.27532 2.65768
H 1.65746 2.31758 2.29438
H 0.94696 2.33208 3.89658
H 0.04716 3.02448 2.55228
H -1.91644 1.62598 2.52648
H -2.95654 -0.62792 2.39688
H -1.51484 -2.65442 2.42208
H 0.94646 -2.41892 2.63808
H 1.96546 -0.17782 2.84118
B -2.39794 -0.46852 -2.99112
N -2.00954 0.82598 -2.34942
C -2.22454 2.01478 -2.96992
C -1.85554 3.02908 -2.12112
C -1.40834 2.37558 -0.96582
N -1.51514 1.05998 -1.12482
N -2.01734 -1.73902 -2.31462
C -2.19104 -2.95042 -2.90912
C -1.71984 -3.92272 -2.06772
C -1.26584 -3.22252 -0.93722
N -1.47224 -1.92432 -1.10662
H -2.01484 -0.48702 -4.12622
H -3.58194 -0.46842 -3.20392
H -2.61284 2.06868 -3.96802
H -1.90684 4.08418 -2.29052
H -1.03794 2.80408 -0.05322
H -2.62494 -3.04532 -3.88412
H -1.69404 -4.97972 -2.22762
H -0.81434 -3.61682 -0.04762
O 1.23656 -0.85872 -0.53532
N 2.38216 -0.19812 -0.56922
C 2.38106 1.21498 -0.52452
C 3.28246 1.87428 0.24248
C 4.27226 1.16758 0.97428
C 4.37106 -0.23382 0.77668
C 3.49286 -0.88732 -0.01512
H 1.65876 1.68638 -1.17362
H 3.28286 2.95418 0.24558
H 4.99926 1.69598 1.56578
H 5.19506 -0.77892 1.21268
H 3.51846 -1.93912 -0.23912
*
```

Output
**⟨S²⟩**: 0.77
**Frontier orbital gap (spin up / spin down)**: 0.15274 / 0.15252 hartree
**M**: 529.290 g mol⁻¹
**LUMO level (spin up / spin down)**: -9.5 / -9.5 eV

(2)
Here is C8H13NO in the gas phase at a distorted geometry from the OMol25 dataset. Energies are from ωB97M-V/def2-TZVPD.

ORCA input file:
```
! RIJCOSX wB97M-V def2-TZVPD def2/J DEFGRID3
* xyz 0 1
C 0.59173 1.29335 -0.09340
C -2.91177 1.36459 -0.33057
C -1.88779 0.41311 0.03311
C -2.20052 -2.18611 -0.14537
C 3.09369 -0.35180 0.70815
C 1.82100 1.25042 -0.92326
C -2.38709 -0.85734 0.66645
C 3.07225 0.91232 -0.04124
N -0.59378 0.92687 -0.07416
O -4.09355 1.05369 -0.24775
H -2.58770 2.30775 -0.84848
H -1.23837 -2.57132 -0.10861
H -2.54921 -2.04892 -1.20211
H -2.73065 -3.00330 0.33423
H 4.00146 -0.44593 1.32747
H 2.82647 -1.27281 0.14560
H 2.40599 -0.44605 1.53365
H 2.03688 2.27539 -1.40548
H 1.78828 0.55752 -1.78838
H -1.93492 -1.08624 1.66886
H -3.50873 -0.66721 0.91143
H 3.14844 1.69188 0.75566
H 3.83786 0.89013 -0.87580
*
```

Output
**Frontier orbital gap**: 0.28647 hartree
**M**: 139.198 g mol⁻¹
**LUMO level**: 0.0 eV

(3)
Here is 8 unconnected molecules or ions with the total composition C30H74N2O8S6 at a distorted geometry from the OMol25 dataset. Energies are from ωB97M-V/def2-TZVPD.

ORCA input file:
```
! RIJCOSX wB97M-V def2-TZVPD def2/J DEFGRID3
* xyz 0 1
C 2.41804 0.60218 -5.38743
S 1.24439 -0.61378 -6.08344
O 0.19064 0.22057 -6.70157
C 2.27924 -1.19470 -7.41677
H 3.04173 0.17792 -4.60373
H 1.69724 1.32395 -5.01405
H 3.07645 0.93347 -6.18657
H 1.68805 -1.85973 -8.05012
H 3.13544 -1.75375 -7.04041
H 2.56157 -0.37546 -8.08050
C 5.76489 -4.64322 5.30294
S 5.01438 -2.99804 5.07001
O 5.79056 -2.15629 6.00257
C 5.61901 -2.81916 3.37700
H 6.33573 -5.01034 4.45014
H 4.98679 -5.36127 5.55290
H 6.48574 -4.48525 6.10140
H 5.49399 -1.78714 3.06185
H 4.98921 -3.46965 2.77013
H 6.65361 -3.14262 3.28047
C -2.97119 5.78827 1.23517
S -2.52308 4.33457 0.29195
O -3.44427 3.24778 0.71374
C -0.92490 3.95894 0.99967
H -2.90994 5.63764 2.30996
H -3.97118 6.05508 0.90420
H -2.27939 6.54602 0.85531
H -0.89889 4.43788 1.99120
H -0.01589 4.29013 0.50256
H -0.78616 2.92116 1.29746
C -0.24226 -3.02738 5.85784
S -1.73010 -2.95373 4.85104
O -1.64033 -1.99634 3.72176
C -1.64992 -4.56591 4.10444
H -0.24236 -2.11546 6.45351
H 0.64353 -2.97419 5.21747
H -0.23183 -3.91976 6.47584
H -2.55362 -4.73604 3.52478
H -1.62451 -5.30244 4.91286
H -0.77373 -4.71554 3.47191
C 6.86156 2.05877 0.27843
S 7.76361 0.69818 -0.45648
O 8.61236 1.31404 -1.50937
C 6.44215 -0.11918 -1.38080
H 6.45770 1.79395 1.25865
H 6.03955 2.39699 -0.35351
H 7.59207 2.84933 0.42981
H 6.92726 -0.94699 -1.88370
H 5.97166 0.56982 -2.08239
H 5.71744 -0.34689 -0.59402
C -2.21708 1.77012 3.76531
S -2.59368 2.15437 5.46110
O -3.48658 3.33841 5.45154
C -3.61519 0.74364 5.85709
H -3.10303 1.56083 3.16508
H -1.53361 0.92102 3.70565
H -1.73913 2.67072 3.38992
H -3.04029 -0.14622 5.61546
H -4.49383 0.76673 5.19827
H -4.09643 0.89215 6.82039
C 0.86458 -0.11403 2.38593
C 1.76166 -0.99894 1.49316
C 0.92692 -2.17764 0.97347
C 0.11334 -1.96702 -0.29097
C 0.78769 -1.07792 -1.34072
C 1.59304 0.07461 -0.74456
N 2.42877 -0.46444 0.33010
O 3.39263 0.49836 0.72831
C 2.47973 0.63160 -1.84282
C 0.63640 1.20134 -0.35181
C 2.82443 -1.64613 2.40747
H 0.98063 -0.39422 3.43410
H -0.17907 -0.22551 2.10276
H 1.16349 0.93858 2.39105
H 1.61009 -3.02595 0.82975
H 0.27479 -2.55171 1.77039
H -0.86689 -1.52862 -0.06498
H -0.15067 -2.91995 -0.75382
H 0.01396 -0.64377 -1.97599
H 1.42156 -1.68507 -1.99562
H 2.89723 1.63652 -1.76169
H 3.28442 -0.06189 -2.12485
H 1.89795 0.66731 -2.76703
H 0.31606 1.71342 -1.26802
H -0.35046 0.91925 0.02714
H 1.10821 1.93310 0.30125
H 3.54044 -2.16632 1.76848
H 2.32787 -2.40783 3.00492
H 3.38435 -0.86079 2.91206
H 4.07083 0.54054 0.04661
C -6.45086 1.45797 -3.22532
C -5.43262 0.72324 -2.33237
C -5.52325 -0.78620 -2.63593
C -4.58915 -1.34213 -3.69578
C -3.18556 -0.73931 -3.64404
C -3.18426 0.77252 -3.61236
N -4.05999 1.18359 -2.52184
O -3.93894 2.56181 -2.25659
C -1.77999 1.24368 -3.24478
C -3.56164 1.43947 -4.94715
C -5.78884 0.93634 -0.86039
H -7.44773 1.38443 -2.79120
H -6.45196 1.07901 -4.24861
H -6.17193 2.51109 -3.31579
H -5.43682 -1.32348 -1.68896
H -6.51213 -1.03241 -3.03568
H -4.98455 -1.17951 -4.70351
H -4.54901 -2.42590 -3.56565
H -2.61931 -1.12150 -4.49713
H -2.69366 -1.09173 -2.72970
H -1.06757 0.85357 -3.98735
H -1.65685 2.32216 -3.35823
H -1.47386 0.93950 -2.24733
H -4.61906 1.39801 -5.19856
H -3.23030 2.47556 -4.99991
H -3.03345 0.92246 -5.75914
H -4.93720 0.64446 -0.24124
H -6.63080 0.32458 -0.52944
H -6.02115 1.98260 -0.65841
H -3.68473 2.61111 -1.32558
*
```

Output
**Frontier orbital gap**: 0.28395 hartree
**M**: 783.330 g mol⁻¹
**LUMO level**: 0.1 eV

(4)
Here is C3H8N2S in the gas phase at a distorted geometry from the OMol25 dataset. Energies are from ωB97M-V/def2-TZVPD.

ORCA input file:
```
! RIJCOSX wB97M-V def2-TZVPD def2/J DEFGRID3
* xyz 0 1
H 1.60943 1.90241 0.82187
N 1.74370 1.07827 0.23309
C 0.55036 0.64919 0.03396
C -0.71686 1.32116 0.68258
N 0.26721 -0.46756 -0.73101
C -0.81424 -1.33741 -0.42569
S 1.58854 -1.16916 -1.58920
H -1.47496 1.50774 -0.07393
H -0.45044 2.22412 1.13774
H -1.18074 0.67784 1.47649
H -0.92157 -1.99531 -1.28524
H -0.70096 -1.99908 0.50299
H -1.73861 -0.79056 -0.30713
H 2.23915 -1.60164 -0.47651
*
```

Output
**Structure (SMILES)**: [H]/N=C(\C)N(C)S
**Frontier orbital gap**: 0.36494 hartree
**M**: 104.178 g mol⁻¹
**LUMO level**: 0.9 eV

(5)
Here is CH5N3S in the gas phase at a distorted geometry from the OMol25 dataset. Energies are from ωB97M-V/def2-TZVPD.

ORCA input file:
```
! RIJCOSX wB97M-V def2-TZVPD def2/J DEFGRID3
* xyz 0 1
C 0.86261 -0.50876 -0.36403
N -0.45249 -0.47372 -0.90387
N -1.29384 0.49526 -0.44049
N -0.42966 0.58980 1.56271
S 0.51709 -0.70603 1.42216
H 1.29356 -1.37513 -0.77983
H 1.27459 0.42836 -0.46124
H -1.02328 -1.31343 -0.76250
H -0.76136 1.36081 -0.63877
H 0.01278 1.50284 1.36587
*
```

Output
**Frontier orbital gap (spin up / spin down)**: 0.31984 / 0.31963 hartree
**M**: 91.139 g mol⁻¹
**LUMO level (spin up / spin down)**: 0.2 / 0.2 eV

(6)
Here is a molecular structure, C26H23Br2IrN5O5S2 from the OMol25 dataset. Energies are from ωB97M-V/def2-TZVPD.

ORCA input file:
```
! RIJCOSX wB97M-V def2-TZVPD def2/J DEFGRID3
* xyz -1 1
Ir 0.11792 0.16793 -1.27607
O -0.43360 2.17732 3.85573
S -1.01881 3.03098 2.85446
O -2.37008 3.46458 3.08872
N -0.98917 2.19594 1.31672
C -0.23708 2.94299 0.33212
S -0.00533 2.49273 -1.34325
C 0.36352 4.03032 0.93449
C 1.27441 4.97768 0.36714
C 1.77867 5.98893 1.13664
C 1.43448 6.17049 2.49899
C 0.55658 5.28023 3.07746
C 0.04430 4.24760 2.30318
H 1.56284 4.86856 -0.66967
H 2.47636 6.68302 0.68027
H 1.85199 6.98839 3.06921
H 0.26715 5.37243 4.11781
N -2.97873 1.57937 -1.88213
C -2.80825 0.38891 -2.48201
C -3.91550 -0.22418 -3.11517
C -3.74838 -1.37117 -3.83633
C -2.46864 -1.91860 -3.94168
C -1.44901 -1.30789 -3.26171
N -1.59194 -0.19559 -2.50412
H -3.91076 1.88128 -1.66864
H -2.16836 2.05673 -1.47748
H -4.87926 0.26118 -3.03370
H -4.59589 -1.83467 -4.32613
H -2.26660 -2.81371 -4.51055
H -0.45516 -1.71982 -3.28973
C -2.10270 0.25123 2.39100
C -1.45063 0.94165 1.23354
O -1.38918 0.27198 0.16686
H -2.92521 -0.33490 1.98280
H -2.45944 0.90881 3.17537
H -1.36861 -0.45110 2.79119
Br 1.49163 0.20966 -3.35870
N 2.84554 -1.72084 -1.07408
C 2.94354 -0.60362 -0.29324
C 4.17173 -0.35564 0.34685
C 4.27373 0.62634 1.29473
C 3.12761 1.33782 1.63610
C 1.97726 1.07433 0.93962
N 1.87184 0.18722 -0.07210
H 3.68219 -1.94177 -1.58904
H 2.00591 -1.79131 -1.63248
H 5.01167 -0.98987 0.09529
H 5.21967 0.81695 1.78597
H 3.11011 2.08880 2.41200
H 1.08300 1.61030 1.18320
Br -2.76102 -3.64695 -0.33836
C -1.16601 -4.66298 -0.16800
C -1.24843 -6.04612 -0.22183
C -0.09187 -6.80051 -0.10053
C 1.13216 -6.16908 0.07659
C 1.19602 -4.78638 0.13588
C 0.04515 -4.01417 0.01259
C 0.14748 -2.50634 0.09741
O 0.24856 -1.97933 1.19340
O 0.12084 -1.94804 -1.06122
H -2.21041 -6.52122 -0.35773
H -0.15063 -7.88074 -0.14311
H 2.03721 -6.75574 0.17139
H 2.14366 -4.28044 0.27408
*
```

Output
**Frontier orbital gap**: 0.19805 hartree
**M**: 901.659 g mol⁻¹
**LUMO level**: 2.4 eV

(7)
Here is C5H9N in the gas phase at a distorted geometry from the OMol25 dataset. Energies are from ωB97M-V/def2-TZVPD.

ORCA input file:
```
! RIJCOSX wB97M-V def2-TZVPD def2/J DEFGRID3
* xyz 0 1
C -2.20920 1.25595 -0.17354
C -0.85879 1.48844 -0.28354
C 0.16267 0.45746 -0.01746
N 1.63488 1.03885 -0.20206
C 0.00547 -0.84950 0.49220
C 0.86796 -2.10874 0.35093
H -2.42417 0.31787 0.32049
H -2.98292 1.85092 -0.44206
H -0.59143 2.61294 -0.47639
H 2.29060 0.35451 -0.73196
H 1.59850 1.93567 -0.72132
H -0.89055 -1.13122 1.02254
H 2.03067 -1.90429 0.20037
H 0.72019 -2.66498 1.25913
H 0.64612 -2.65387 -0.59730
*
```

Output
**Structure (SMILES)**: C=C/C(N)=C/C
**Frontier orbital gap**: 0.31086 hartree
**M**: 83.134 g mol⁻¹
**LUMO level**: 0.6 eV

(8)
Here is C3H6N2O2 in the gas phase at a distorted geometry from the OMol25 dataset. Energies are from ωB97M-V/def2-TZVPD.

ORCA input file:
```
! RIJCOSX wB97M-V def2-TZVPD def2/J DEFGRID3
* xyz 0 1
C -0.31761 1.84391 -0.03898
C -0.19742 0.28586 -0.12406
N -1.00126 -0.69561 0.20134
N -2.39986 -0.44708 -0.11327
C 1.19658 -0.15851 -0.09789
O 2.15371 0.54773 0.17974
O 1.16543 -1.60477 -0.14632
H 0.64103 2.20089 -0.37895
H -1.25297 2.23770 -0.69265
H -0.58695 2.19017 0.90084
H -2.93266 -0.94524 0.71421
H -2.85860 0.59716 -0.07767
H 0.15554 -1.65306 0.21580
*
```

Output
**Structure (SMILES)**: C/C(=N\N)C(=O)O
**Frontier orbital gap**: 0.34979 hartree
**M**: 102.093 g mol⁻¹
**LUMO level**: -0.5 eV

Q: Which energy above the lowest of the compared OMol25 structures with the same formula, charge and spin values were calculated for the entries above? A: 328.9; 362.1; 0.0; 143.8; 332.1; 3.6; 277.4; 401.5, in kJ/mol.